An isolated molecule of C6H6N2S. Source: OMol25; level of theory: ωB97M-V with the def2-TZVPD basis set.

Each line ends with the Mulliken spin population.
Element x y z (Å)
C: 1.45973 0.60593 -1.71881  0.48
C: 0.92261 -0.71901 -1.59448  -0.01
C: -0.46553 2.01477 -1.68733  0.83
C: -0.35434 0.43349 1.15365  0.05
C: -0.82441 -0.56436 0.10562  -0.02
C: -1.57771 0.77253 0.37754  0.08
N: 0.66542 1.60087 -1.51605  0.13
N: -0.06714 -1.13068 -0.90053  0.30
S: -1.77648 2.22031 -0.65147  0.10
H: 2.50431 0.78240 -1.90916  0.03
H: 1.46139 -1.50641 -2.11498  0.01
H: -0.44454 0.15951 2.19416  0.00
H: 0.53432 1.00396 0.93150  0.02
H: -1.43249 -1.36543 0.52844  0.00
H: -2.53974 0.60890 0.84671  0.01

Calculated values
- ⟨S²⟩: 2.023
- Energy above the lowest of the compared OMol25 structures with the same formula, charge and spin: 33.6 kcal/mol
- E_LUMO (alpha / beta): 0.440 / -1.696 eV
- Kohn-Sham gap (alpha / beta): 6.55 / 7.20 eV
- Spin multiplicity: 3


A structure of composition C6H6N3O. Source: OMol25; level of theory: ωB97M-V with the def2-TZVPD basis set.

Each line ends with the natural charge from an NBO analysis.
Element x y z (Å)
C: 2.95226 0.82531 0.01353  -0.31
C: -2.35021 -1.20715 -0.26561  -0.15
C: 2.84297 -0.54709 0.25472  0.01
C: 1.63481 1.23336 -0.35938  -0.01
C: -3.56714 0.54544 0.16267  0.34
C: -1.66128 -0.07276 -0.10779  0.63
N: -3.56226 -0.75890 -0.06637  -0.35
N: 1.57649 -0.92436 0.11627  -0.33
N: 0.87598 0.15677 -0.27935  -0.20
O: -2.34529 1.05126 0.06254  -0.39
H: 3.95543 1.27854 0.00051  0.27
H: -1.83759 -2.16368 -0.42904  0.27
H: 3.52114 -1.27808 0.68762  0.25
H: 1.31881 2.27106 -0.41593  0.26
H: -4.39343 1.36942 0.30198  0.27
H: 1.03931 -1.77913 0.32363  0.44

Calculated values
- Energy above the lowest of the compared OMol25 structures with the same formula, charge and spin: 148.8 kcal/mol
- Charge: +1
- E_LUMO: -7.244 eV
- Kohn-Sham gap: 6.56 eV


The ion C6H6N3O3 with charge -1. Source: OMol25; level of theory: ωB97M-V with the def2-TZVPD basis set.

Each line ends with the natural charge from an NBO analysis.
Element x y z (Å)
C: 0.73443 1.51081 1.51299  0.06
C: 1.32820 0.62278 0.45449  -0.12
C: 2.35611 1.18260 -0.95878  0.75
C: 3.35801 -0.35410 0.29859  0.87
C: 0.21036 -0.02325 -0.24173  0.33
C: 0.21656 -1.55718 0.04540  -0.69
N: 3.35468 0.42952 -0.79144  -0.69
N: -0.76478 0.60003 -0.76391  -0.73
N: -0.22343 2.25718 1.07718  -0.75
O: 1.92565 2.12634 -1.61402  -0.63
O: 4.20914 -1.19139 0.47875  -0.64
O: 2.20191 -0.32593 1.00410  -0.51
H: 1.17422 -1.90278 -0.33895  0.24
H: 0.24709 -1.54122 1.16230  0.24
H: -0.60942 -2.17958 -0.36281  0.19
H: -1.51663 -0.08926 -0.98717  0.33
H: -0.78182 2.23474 0.19694  0.41
H: -0.61947 2.92842 1.69040  0.36

Calculated values
- Energy above the lowest of the compared OMol25 structures with the same formula, charge and spin: 51.2 kcal/mol
- Charge: -1
- E_LUMO: 3.724 eV
- Kohn-Sham gap: 8.12 eV


An isolated molecule of C6H6N4. Source: OMol25; level of theory: ωB97M-V with the def2-TZVPD basis set.

Each line ends with the natural charge from an NBO analysis.
Element x y z (Å)
N: -0.07448 1.85778 1.66928  -0.31
C: 0.23024 1.63080 0.57498  0.25
C: 0.67939 0.88589 -0.65209  -0.18
C: 2.06291 0.47524 -0.39603  -0.21
N: 1.00214 -0.50851 -0.51157  -0.38
C: 0.56239 -1.22285 0.65998  -0.05
C: -0.63880 -1.16613 1.23083  -0.06
N: -1.68706 -0.51240 0.62797  -0.51
C: -2.15184 -0.31023 -0.46099  0.69
N: -2.72235 0.20239 -1.43067  -0.77
H: 0.18874 1.13052 -1.65388  0.26
H: 2.79222 0.58538 -1.19243  0.21
H: 2.37610 0.71485 0.57756  0.21
H: 1.35407 -1.91914 1.02458  0.21
H: -0.76589 -1.71750 2.16635  0.22
H: -3.20776 -0.12609 -2.23387  0.42

Calculated values
- Energy above the lowest of the compared OMol25 structures with the same formula, charge and spin: 89.4 kcal/mol
- E_LUMO: 0.879 eV
- Kohn-Sham gap: 9.46 eV


A cluster of 2 separate species, C6H6N4O2P in total. Source: OMol25; level of theory: ωB97M-V with the def2-TZVPD basis set.

Each line ends with the natural charge from an NBO analysis.
Element x y z (Å)
C: -1.66380 0.01646 3.34781  -0.17
C: -0.90366 0.52710 -2.72337  -0.09
C: -1.27139 -0.75769 2.21179  -0.18
C: 0.15279 0.92050 -1.95263  -0.08
C: 0.15973 0.77576 2.60808  0.06
C: 0.39393 -1.15629 -2.63156  0.18
N: -0.76472 1.00798 3.57695  -0.54
N: -0.75740 -0.76064 -3.16065  -0.44
N: -0.12726 -0.23800 1.80980  -0.57
N: 1.01322 -0.18915 -1.91158  -0.70
O: 2.78505 0.81628 -0.26525  -1.02
O: 2.73883 -1.72532 -0.47552  -1.01
P: 2.14457 -0.42025 -0.57741  2.43
H: -2.57682 0.18931 3.81099  0.17
H: -1.68776 1.14102 -3.22299  0.21
H: -1.87693 -1.40170 1.63322  0.18
H: 0.52380 1.80852 -1.46063  0.24
H: 0.91263 1.47462 2.46370  0.16
H: 0.80519 -2.02851 -3.08075  0.21

Calculated values
- Energy above the lowest of the compared OMol25 structures with the same formula, charge and spin: 28.7 kcal/mol
- Charge: -1
- E_LUMO: 2.113 eV
- Kohn-Sham gap: 5.61 eV


A cluster of 2 separate species, C6H6N4O3 in total. Source: OMol25; level of theory: ωB97M-V with the def2-TZVPD basis set.

Each line ends with the natural charge from an NBO analysis.
Element x y z (Å)
C: -0.83795 -0.80877 0.01212  0.12
C: -1.39459 0.12881 1.07204  -0.45
C: -1.35481 1.54957 0.73540  -0.42
C: 0.12355 1.83935 0.17838  0.12
C: 1.04812 0.68444 -0.11926  0.05
C: 0.58304 -0.76109 -0.15802  0.11
H: -0.24948 -2.84919 -1.57372  0.50
H: -2.49552 -0.13068 1.28656  0.26
H: -0.81962 0.06616 1.92632  0.22
H: -1.41229 2.45343 1.43866  0.26
H: -2.08373 1.96280 -0.02949  0.24
H: 2.71315 -2.81644 -0.73718  0.52
N: -1.70876 -1.78524 -0.25623  0.01
N: 0.92155 2.85334 -0.01104  -0.06
N: 2.24924 1.02321 -0.24097  -0.09
N: 1.31010 -1.66597 -0.62529  -0.16
O: -1.26982 -2.69264 -1.23888  -0.59
O: 2.17718 2.58150 -0.29844  -0.16
O: 2.50062 -1.63261 -1.36096  -0.47

Calculated values
- Energy above the lowest of the compared OMol25 structures with the same formula, charge and spin: 218.5 kcal/mol
- E_LUMO: -0.986 eV
- Kohn-Sham gap: 8.52 eV


An isolated molecule of C6H6N4O3S2. Source: OMol25; level of theory: ωB97M-V with the def2-TZVPD basis set.

Each line ends with the natural charge from an NBO analysis.
Element x y z (Å)
C: 1.49926 -1.62958 -1.10782  -0.08
C: -2.48643 -0.95954 -0.72480  -0.09
C: 1.15772 -0.34701 -1.37416  -0.12
C: -2.19923 0.34184 -0.47926  -0.14
C: 2.63601 -0.45809 0.26061  0.18
C: -1.79991 -0.81828 1.26653  0.18
N: 2.34901 -1.71091 -0.00364  -0.41
N: -2.17429 -1.67621 0.38963  -0.44
N: 1.89504 0.40262 -0.49507  -0.61
N: -1.64571 0.40332 0.75034  -0.58
O: 2.83894 2.53775 0.33161  -0.83
O: 0.20705 2.12021 0.60702  -1.07
O: -0.97910 1.59316 2.82086  -0.88
S: 1.72858 2.10459 -0.43126  1.78
S: -1.20596 1.95463 1.47332  1.78
H: 0.95099 -2.47445 -1.63884  0.23
H: -2.90034 -1.49325 -1.58420  0.22
H: 0.51798 0.18512 -2.16182  0.24
H: -2.26240 1.07081 -1.23000  0.22
H: 3.24020 -0.13225 1.09380  0.22
H: -1.36743 -1.01448 2.23714  0.21

Calculated values
- Energy above the lowest of the compared OMol25 structures with the same formula, charge and spin: 38.7 kcal/mol
- E_LUMO: -1.263 eV
- Kohn-Sham gap: 8.00 eV


A structure of composition C6H6NO4P. Source: OMol25; level of theory: ωB97M-V with the def2-TZVPD basis set.

Each line ends with the natural charge from an NBO analysis.
Element x y z (Å)
C: -1.41902 -1.19640 0.49935  -0.25
C: -2.31656 -0.03247 0.62840  -0.41
C: -0.18922 -1.26353 -0.07537  -0.19
C: 0.36390 -0.12731 -0.93713  -0.01
C: -1.96667 1.23470 0.32741  0.04
C: 0.31388 1.22235 -0.21438  0.27
N: -0.77490 1.82697 0.13806  -0.65
O: 3.25987 -1.37728 0.83503  -1.21
O: 3.67849 0.78460 -0.39338  -1.23
O: 1.68971 -0.52180 -1.29203  -0.82
O: 1.49838 0.46664 1.07843  -1.03
P: 2.65310 -0.16390 0.15696  2.47
H: -2.00049 -2.15975 0.89011  0.15
H: -3.34419 -0.18142 0.77739  0.17
H: 0.38188 -2.29145 -0.08707  0.22
H: -0.08089 0.04474 -1.96195  0.16
H: -2.76639 1.91001 0.31934  0.14
H: 1.01914 1.82530 -0.68916  0.17

Calculated values
- Energy above the lowest of the compared OMol25 structures with the same formula, charge and spin: 13.2 kcal/mol
- Charge: -2
- E_LUMO: 6.346 eV
- Kohn-Sham gap: 6.64 eV


The ion C6H6NO6 with charge -1. Source: OMol25; level of theory: ωB97M-V with the def2-TZVPD basis set.

Each line ends with the natural charge from an NBO analysis.
Element x y z (Å)
C: 0.98938 -0.08105 1.21046  -0.64
C: -0.50318 -0.04933 0.61067  0.57
C: -0.36515 0.48432 -0.85944  -0.68
O: -1.02784 -1.33564 0.63576  -0.55
C: -2.30828 -1.56531 0.27970  0.82
O: -2.84455 -2.61556 0.27201  -0.56
C: -3.27022 0.02950 0.09617  -0.31
N: -4.53949 0.01707 -0.38741  0.47
O: -5.15457 1.05420 -0.52599  -0.45
O: -5.00939 -1.05413 -0.78997  -0.49
C: -2.68905 1.06857 0.84829  0.70
O: -3.14167 2.15860 1.12404  -0.60
O: -1.32849 0.81441 1.35281  -0.59
H: 0.67866 -0.40005 2.20688  0.23
H: 1.20872 0.94408 0.99795  0.22
H: 1.56861 -0.80733 0.71089  0.21
H: 0.55017 0.06715 -1.24171  0.19
H: -0.22567 1.50550 -0.72309  0.22
H: -1.29988 0.10674 -1.38744  0.24

Calculated values
- Energy above the lowest of the compared OMol25 structures with the same formula, charge and spin: 0.0 kcal/mol
- Charge: -1
- E_LUMO: 3.350 eV
- Kohn-Sham gap: 8.07 eV


An isolated molecule of C6H6O. Source: OMol25; level of theory: ωB97M-V with the def2-TZVPD basis set.

Each line ends with the natural charge from an NBO analysis.
Element x y z (Å)
C: -1.64286 1.07187 0.42516  -0.65
C: -0.31407 0.36284 0.06442  0.00
C: 0.87877 0.80754 -0.28332  -0.30
C: 1.76145 -0.42581 -0.51310  0.52
O: 2.89658 -0.36694 -0.87652  -0.48
C: 0.89964 -1.56896 -0.27132  -0.31
C: -0.26373 -1.08705 0.22064  -0.15
H: -1.56295 2.12021 -0.12508  0.23
H: -1.81483 1.11298 1.49470  0.23
H: -2.48754 0.54934 -0.11006  0.22
H: 1.47992 1.70421 -0.36521  0.24
H: 1.15358 -2.59618 -0.43554  0.23
H: -0.98396 -1.68402 0.77523  0.22

Calculated values
- Energy above the lowest of the compared OMol25 structures with the same formula, charge and spin: 41.2 kcal/mol
- E_LUMO: -0.603 eV
- Kohn-Sham gap: 8.49 eV


Calculated largest force on an atom (eV/Å), listed in the same order as above: 3.1 4.4 4.6 2.7 3.5 6.9 3.1 3.0 5.8 3.6
Calculated total energy (Eh), listed in the same order as above: -739.707422 -471.257621 -622.219096 -451.130394 -943.160430 -676.596863 -1473.241949 -929.318983 -738.361080 -307.397726